A structure of composition C37H34As2CaF12N3O10, computed with ωB97M-V/def2-TZVPD.

```
99
Properties=species:S:1:pos:R:3:forces:R:3
Ca -0.4769 -0.5395 0.9770 -0.119 -0.096 0.348
C 2.7691 3.9198 4.9044 0.041 0.068 0.032
C 2.1114 2.6498 4.4350 0.025 -0.032 -0.069
C 1.1117 2.0210 5.1690 -0.069 -0.041 0.008
C 0.5356 0.8588 4.7150 0.022 0.127 0.002
C 0.9016 0.2246 3.4997 0.093 -0.137 0.050
N 0.2303 -0.8977 3.1084 -0.057 -0.014 -0.590
C -0.2797 -1.8139 4.0032 0.046 0.017 0.097
C 0.5199 -2.1684 5.1128 0.031 -0.040 0.008
C 0.1605 -3.1208 6.0388 0.032 0.025 -0.012
C -1.0453 -3.7986 5.9156 -0.046 0.023 -0.047
C -1.4604 -4.8673 6.8904 -0.025 -0.034 0.040
C -1.8454 -3.4637 4.8342 -0.002 -0.027 0.025
C -1.5187 -2.5112 3.8664 -0.042 -0.023 0.096
C -2.5716 -2.2061 2.7556 0.175 0.148 0.218
O -2.0813 -1.8434 1.5628 0.064 0.073 0.020
C -3.4593 -1.0414 3.3020 -0.022 0.004 -0.019
F -4.0843 -1.2967 4.4680 0.020 -0.035 0.051
F -4.4243 -0.6798 2.4271 -0.043 -0.014 -0.025
F -2.7082 0.0552 3.5039 0.042 0.034 -0.016
C -3.5097 -3.4292 2.4643 -0.024 -0.049 0.009
F -2.7931 -4.5470 2.2621 0.056 -0.026 -0.007
F -4.2242 -3.2246 1.3511 -0.039 0.032 -0.071
F -4.4298 -3.7278 3.4201 -0.005 0.020 0.054
C 1.9179 0.8847 2.7171 -0.035 -0.014 -0.024
C 2.4782 2.0533 3.2384 -0.003 0.085 0.018
C 2.5134 0.3363 1.3682 -0.098 -0.138 0.169
O 1.6562 -0.2157 0.4787 -0.351 -0.121 0.066
C 3.5830 -0.7327 1.7391 0.049 -0.010 0.030
F 4.4951 -0.3100 2.6365 0.013 0.059 0.027
F 4.2841 -1.1432 0.6557 0.008 -0.011 -0.053
F 3.0045 -1.8210 2.2529 -0.037 -0.026 0.015
C 3.2305 1.4635 0.5453 0.045 0.078 -0.039
F 3.4856 1.0541 -0.7121 0.029 -0.030 -0.025
F 2.4360 2.5472 0.4134 -0.016 -0.007 0.016
F 4.4196 1.9001 1.0201 0.004 -0.010 0.019
H 2.5234 4.1218 5.9485 -0.006 -0.008 0.001
H 2.4539 4.7908 4.3217 -0.011 -0.014 -0.008
H 3.8576 3.8616 4.8287 -0.005 -0.012 -0.010
H 0.7733 2.4526 6.1067 0.002 -0.002 0.006
H -0.2568 0.3958 5.2885 0.009 -0.012 0.014
H 1.4712 -1.6605 5.2149 0.006 -0.001 -0.012
H 0.8328 -3.3442 6.8621 -0.005 -0.006 0.007
H -1.0637 -4.6687 7.8882 0.006 0.003 -0.004
H -1.1027 -5.8565 6.5886 0.011 0.008 -0.006
H -2.5473 -4.9283 6.9708 0.000 0.006 -0.011
H -2.7919 -3.9777 4.7582 -0.010 -0.017 0.021
H 3.2729 2.5390 2.6936 0.020 0.033 0.016
N -3.0625 3.0141 0.6283 0.085 -0.006 -0.066
C -2.1993 3.7990 1.3603 0.009 0.013 0.021
C -1.1693 2.9821 1.7139 0.056 0.004 0.036
N -1.3876 1.7268 1.2075 -0.075 -0.171 -0.196
C -2.5243 1.7752 0.5614 -0.229 0.178 0.019
H -3.9104 3.3117 0.1813 -0.020 -0.013 0.074
H -2.4020 4.8353 1.5609 0.021 0.004 0.009
H -0.2904 3.1917 2.3027 -0.003 0.030 0.004
H -3.0137 0.9490 0.0661 0.032 -0.025 0.006
C -3.9014 2.8253 -4.1375 0.004 -0.012 0.001
O -2.9550 1.7537 -4.1174 -0.022 -0.006 -0.072
C -1.7085 2.0524 -3.7316 0.024 0.085 -0.101
O -1.3573 3.1550 -3.3771 -0.031 -0.018 -0.007
C -0.7980 0.8785 -3.7391 0.104 0.009 0.033
C -0.9461 -0.1186 -4.6137 -0.040 -0.011 0.041
As -0.1606 -1.9677 -4.5020 0.018 0.014 -0.071
C 0.3504 -2.2355 -6.3851 0.004 0.040 0.037
C 1.3934 -1.1160 -3.7086 0.010 0.027 -0.075
C 1.0192 -0.6910 -2.4917 0.118 0.026 -0.106
As 0.5380 1.2150 -2.2192 0.030 -0.273 0.091
C 1.8804 2.1976 -3.2706 0.043 0.060 0.004
C 0.0675 -1.4695 -1.6410 -0.226 0.127 0.041
O -1.0146 -0.9832 -1.3373 0.132 -0.032 -0.215
O 0.4151 -2.6138 -1.0800 0.257 0.118 -0.223
C 1.7883 -3.0626 -1.1830 -0.030 0.017 0.134
C 2.4303 -0.4351 -4.5238 0.095 0.133 0.213
O 3.6028 -0.5006 -4.2605 -0.033 -0.032 -0.088
O 1.9504 0.2085 -5.6070 0.040 -0.181 -0.124
C 2.9363 0.8109 -6.4545 -0.021 -0.004 0.065
C -1.9250 -0.1524 -5.7459 0.071 -0.078 -0.070
O -2.6696 -1.0866 -5.8855 -0.125 0.039 0.068
O -1.8747 0.7854 -6.7118 -0.045 -0.021 -0.035
C -0.8325 1.7615 -6.7663 0.010 -0.005 0.036
H -4.6264 2.5721 -4.9057 -0.006 -0.005 0.008
H -3.4093 3.7699 -4.3568 -0.016 0.002 -0.006
H -4.3951 2.8840 -3.1680 0.011 0.041 0.005
H -0.3682 -2.9175 -6.8340 -0.017 0.012 0.014
H 1.3408 -2.6906 -6.4125 -0.005 -0.007 0.025
H 0.3732 -1.3040 -6.9441 0.006 0.006 -0.007
H 1.5238 2.4060 -4.2769 0.004 0.002 0.026
H 2.8324 1.6713 -3.2977 -0.031 0.001 0.041
H 2.0274 3.1335 -2.7342 -0.022 0.013 -0.023
H 1.8462 -3.9144 -0.5131 0.012 0.008 0.007
H 2.4508 -2.2672 -0.8447 0.008 -0.006 -0.015
H 2.0106 -3.3631 -2.2039 0.015 -0.012 0.004
H 2.4756 0.9012 -7.4351 0.004 0.020 -0.006
H 3.8296 0.1933 -6.4977 0.001 0.004 -0.035
H 3.1972 1.7957 -6.0663 0.035 -0.011 -0.002
H -0.7528 2.0388 -7.8149 0.013 0.013 0.001
H 0.1140 1.3554 -6.4129 -0.049 0.032 0.004
H -1.0939 2.6451 -6.1847 -0.008 0.017 0.037
```
Forces are in eV/Å.

Calculated values
* HOMO-LUMO gap: 4.68 eV
* spin multiplicity: 1
* maximum force: 0.6 eV Å⁻¹
* charge: -1
* electronic energy: -8694.76489 hartree
* ΔE to the lowest compared entry with this formula, charge and spin: 7.8 kcal per mole

***

A structure of composition C37H34AsF3MoO4P2S2, computed with ωB97M-V/def2-TZVPD.

```
84
Properties=species:S:1:pos:R:3:forces:R:3
Mo 0.2985 0.2306 0.4361 -0.810 -0.750 0.275
S -1.6016 1.8517 0.8369 0.270 -0.120 0.133
P -2.6795 0.1584 1.1248 0.117 0.061 0.155
C -1.3543 -0.8576 0.6266 0.034 0.251 -0.372
P -1.2857 -2.2807 -0.3494 0.150 0.042 -0.036
S 0.6941 -1.9129 -0.7415 -0.024 0.304 0.064
C -2.2391 -2.1721 -1.8476 -0.076 -0.039 -0.096
C -1.9918 -1.1169 -2.7317 -0.001 -0.016 -0.016
C -2.7307 -1.0154 -3.8943 -0.019 -0.008 -0.007
C -3.7134 -1.9598 -4.1793 0.010 0.013 -0.007
C -3.9645 -3.0023 -3.3010 0.021 0.022 0.036
C -3.2296 -3.1128 -2.1282 -0.046 0.047 -0.015
C -1.6070 -3.8113 0.4721 0.010 -0.166 0.116
C -2.2580 -3.8187 1.7045 -0.005 -0.066 -0.010
C -2.5237 -5.0298 2.3272 0.015 0.017 -0.033
C -2.1290 -6.2163 1.7257 0.001 -0.022 0.015
C -1.4689 -6.2074 0.5012 -0.005 0.014 -0.004
C -1.2074 -5.0060 -0.1329 -0.010 -0.013 0.018
C -3.0855 -0.0858 2.8364 -0.059 -0.025 0.109
C -4.2924 0.4187 3.3252 0.001 -0.063 0.049
C -4.5687 0.3219 4.6788 -0.001 0.001 0.014
C -3.6494 -0.2708 5.5358 -0.036 0.010 0.016
C -2.4468 -0.7666 5.0507 0.020 0.000 -0.065
C -2.1568 -0.6710 3.6987 0.003 0.033 0.056
C -4.1595 0.0075 0.1598 -0.118 -0.005 -0.063
C -4.4307 0.8864 -0.8853 -0.019 -0.058 -0.043
C -5.5816 0.7088 -1.6399 0.039 0.002 -0.004
C -6.4405 -0.3440 -1.3593 -0.015 -0.017 0.022
C -6.1668 -1.2252 -0.3177 0.018 0.036 -0.019
C -5.0294 -1.0494 0.4500 -0.030 -0.002 -0.034
H -1.2212 -0.3853 -2.5167 0.008 -0.001 0.016
H -2.5409 -0.2057 -4.5860 -0.001 -0.006 0.002
H -4.2827 -1.8814 -5.0962 0.004 0.002 0.006
H -4.7281 -3.7338 -3.5280 0.004 0.001 0.006
H -3.4320 -3.9229 -1.4404 0.015 -0.018 0.005
H -2.5542 -2.8929 2.1806 0.004 0.039 0.014
H -3.0316 -5.0468 3.2821 0.003 0.006 -0.008
H -2.3324 -7.1592 2.2157 0.001 0.005 -0.002
H -1.1601 -7.1374 0.0438 -0.003 0.007 0.003
H -0.6967 -5.0000 -1.0894 -0.003 0.010 -0.001
H -5.0129 0.8741 2.6566 0.014 0.008 0.012
H -5.5016 0.7071 5.0672 0.003 0.004 -0.006
H -3.8723 -0.3437 6.5922 -0.001 0.000 -0.007
H -1.7342 -1.2194 5.7272 0.001 0.002 -0.017
H -1.2091 -1.0345 3.3189 -0.019 -0.027 -0.012
H -3.7526 1.7021 -1.1031 -0.001 0.008 0.010
H -5.8100 1.3954 -2.4439 0.005 -0.001 0.004
H -7.3386 -0.4746 -1.9489 0.005 0.000 0.005
H -6.8487 -2.0354 -0.0976 0.005 0.001 0.002
H -4.8302 -1.7179 1.2806 0.006 0.010 -0.017
F 0.7653 0.2668 5.0515 -0.005 0.008 0.026
C 1.1435 1.2428 4.2206 0.085 -0.069 0.001
F 2.0265 2.0190 4.8166 -0.072 -0.029 0.044
F 0.0722 1.9591 3.8872 -0.081 0.036 -0.054
C 1.7775 0.6087 2.9610 -0.464 -0.343 -0.253
O 2.9305 0.6825 2.7040 0.167 -0.008 -0.090
O 0.8595 -0.0860 2.2179 0.490 0.733 0.409
C 3.8785 -1.4327 0.5806 0.008 0.015 0.063
As 2.8790 -0.0210 -0.2677 0.137 -0.161 -0.127
C 3.0622 -0.3877 -2.1583 0.035 0.002 0.001
C 3.9389 1.5724 -0.0746 0.005 0.046 -0.005
H 4.6882 -1.7062 -0.0943 0.029 -0.024 0.021
H 3.2384 -2.2930 0.7569 -0.004 -0.021 -0.017
H 4.2759 -1.0667 1.5230 0.003 -0.004 -0.009
H 4.0593 -0.0590 -2.4499 0.007 -0.008 -0.020
H 2.3121 0.1568 -2.7261 -0.011 0.028 0.011
H 2.9640 -1.4525 -2.3486 0.006 -0.012 -0.018
H 4.9649 1.2497 -0.2522 0.041 0.079 0.004
H 3.8392 1.9940 0.9186 0.020 0.002 0.006
H 3.6489 2.2991 -0.8308 0.025 0.015 -0.011
O 0.4259 1.3160 -1.3102 0.048 0.181 -0.083
C 0.8628 2.3925 -0.7248 0.111 -0.277 0.083
O 1.1295 2.2202 0.5134 -0.120 0.200 -0.205
C 1.0300 3.6456 -1.4210 0.028 -0.029 -0.007
C 1.3999 4.7823 -0.6982 0.034 0.058 -0.034
C 1.5669 5.9793 -1.3687 -0.003 -0.019 0.010
C 1.3713 6.0328 -2.7446 0.004 0.034 -0.028
C 1.0049 4.8993 -3.4635 0.004 -0.006 0.036
C 0.8284 3.6991 -2.8027 0.001 0.041 -0.034
H 1.5482 4.7189 0.3716 -0.009 -0.010 -0.003
H 1.8488 6.8703 -0.8253 -0.002 0.001 -0.006
H 1.5057 6.9718 -3.2654 0.002 0.000 0.005
H 0.8591 4.9582 -4.5331 -0.001 0.006 0.004
H 0.5411 2.8069 -3.3429 -0.005 -0.004 0.016
```
Forces are in eV/Å.

Calculated values
* HOMO-LUMO gap: 6.75 eV
* spin multiplicity: 1
* maximum force: 1.1 eV Å⁻¹
* charge: +2
* electronic energy: -5813.57327 hartree
* ΔE to the lowest compared entry with this formula, charge and spin: 0.0 kcal per mole